Record 1
Formula: C4H11NO
Source: the OMol25 dataset
Level of theory: wB97M-V/def2-TZVPD

Computed properties:
Gap between HOMO and LUMO, eV: 10.10
Lowest unoccupied orbital energy, hartree: 0.036
Relative energy (zero: lowest compared OMol25 entry of this formula, charge and spin), kJ/mol: 94.2
Total energy, eV: -7863.5769
Highest occupied orbital energy, Ha: -0.33465
SMILES: CC(C)NCO

```
! wB97M-V def2-TZVPD RIJCOSX def2/J DEFGRID3
* xyz 0 1
C 1.31924 1.25071 0.32525
C 0.75134 0.38599 -0.81495
C 1.63147 -0.86902 -0.97771
N -0.64416 0.07574 -0.56385
C -0.97786 -0.64906 0.63449
O -2.19312 -0.18630 1.20715
H 1.71984 0.56760 1.07051
H 0.53314 1.85412 0.75620
H 2.12920 1.89189 -0.02794
H 0.78226 0.91476 -1.76742
H 1.37361 -1.43005 -1.88228
H 1.38415 -1.54427 -0.15949
H 2.67306 -0.58155 -0.95753
H -1.03070 -0.39186 -1.36357
H -0.19484 -0.60381 1.40402
H -1.10558 -1.70876 0.44054
H -2.06880 0.76850 1.30432
*
```


Record 2
Formula: C5H15NO
Source: the OMol25 dataset
Level of theory: wB97M-V/def2-TZVPD

Computed properties:
Gap between HOMO and LUMO, eV: 9.28
Lowest unoccupied orbital energy, hartree: 0.029
Relative energy (zero: lowest compared OMol25 entry of this formula, charge and spin), kJ/mol: 112.0
Total energy, eV: -8965.1982
Highest occupied orbital energy, Ha: -0.31183
SMILES: CCNC(C)C.O

```
! wB97M-V def2-TZVPD RIJCOSX def2/J DEFGRID3
* xyz 0 1
C -3.02150 -0.34625 0.14211
C -1.86107 0.66767 0.21527
N -0.62664 0.21363 0.85771
C -0.12758 -2.17144 0.42934
C 0.20691 -0.68975 0.12046
C 1.65032 -0.36041 0.33330
H -3.34612 -0.62279 1.14888
H -2.68551 -1.25968 -0.34593
H -3.87290 0.04201 -0.40198
H -1.68967 0.93002 -0.83562
H -2.16191 1.56000 0.76006
H -0.86243 -0.05925 1.79203
H 0.06803 -2.75522 -0.45965
H 0.57817 -2.52081 1.18539
H -1.07171 -2.22764 0.95301
H -0.11965 -0.50604 -0.90506
H 2.38981 -1.10684 0.08996
H 1.92136 0.49060 -0.31003
H 1.90207 0.01843 1.31890
H 3.87164 2.95641 -2.29362
H 4.21864 4.29469 -1.79805
O 4.63974 3.45267 -1.99647
*
```


Record 3
Formula: C28H37F6LiN4O3PSi
Source: the OMol25 dataset
Level of theory: wB97M-V/def2-TZVPD

Computed properties:
<S²>: 0.7966
Gap between HOMO and LUMO (alpha / beta), eV: 6.11 / 5.12
Lowest unoccupied orbital energy (alpha / beta), hartree: 0.163 / 0.127
Total energy, eV: -75427.8806
Highest occupied orbital energy (alpha / beta), Ha: -0.06156 / -0.06157

```
! wB97M-V def2-TZVPD RIJCOSX def2/J DEFGRID3
* xyz -2 2
Li -0.24564 1.08639 -0.60059
C 1.39708 3.64278 -1.69167
Si 0.91833 3.98544 0.09357
C -0.18052 5.52563 0.08022
C 2.52425 4.47886 0.98252
N 0.16646 2.60272 0.71422
C -0.32849 2.43617 1.95220
C -0.26455 3.34921 3.03279
C -0.78744 3.06729 4.28923
C -1.40709 1.85775 4.55221
C -1.50236 0.92030 3.51681
C -0.98964 1.21040 2.27558
O -1.04175 0.31348 1.21319
C -1.84449 -0.79487 1.30594
C -3.21330 -0.67573 1.11033
C -3.99414 -1.82148 1.12921
C -3.41120 -3.06804 1.33677
C -2.03694 -3.16691 1.51288
C -1.24111 -2.02821 1.49768
H 1.86403 4.52299 -2.14477
H 0.51512 3.37890 -2.28254
H 2.09565 2.80372 -1.74770
H 0.28413 6.34183 -0.48306
H -0.38906 5.88729 1.09063
H -1.13514 5.27991 -0.39144
H 3.07954 5.22126 0.39920
H 3.16429 3.60177 1.11483
H 2.33438 4.90279 1.97193
H 0.21343 4.30724 2.86295
H -0.70452 3.81422 5.07284
H -1.81249 1.63243 5.53070
H -1.98154 -0.03641 3.68753
H -3.63455 0.30050 0.90755
H -5.06110 -1.74055 0.95984
H -4.02651 -3.96037 1.34297
H -1.57332 -4.13711 1.64726
H -0.15928 -2.07009 1.58686
C -1.66766 -2.02161 -1.79078
C -1.03707 -3.18342 -2.22458
C 0.21481 -3.14111 -2.89899
C 0.82962 -4.29450 -3.31648
C 0.22935 -5.54336 -3.08460
C -1.00672 -5.61087 -2.41921
C -1.62404 -4.46074 -2.00122
C 0.86259 -6.74659 -3.52488
N 1.36755 -7.72261 -3.87465
H -1.20626 -1.05117 -1.89905
H -2.62943 -2.07373 -1.29770
H 0.68084 -2.18151 -3.07822
H 1.78512 -4.24764 -3.82253
H -1.45988 -6.57763 -2.23990
H -2.57135 -4.50801 -1.47790
C 1.51354 -0.84611 3.53044
C 2.27033 -0.79214 2.21376
C 2.35644 0.63552 1.68718
O 1.59540 -1.63965 1.31323
H 2.00819 -0.23834 4.29269
H 1.44531 -1.87528 3.88974
H 0.50115 -0.46057 3.38459
H 3.29435 -1.17045 2.38327
H 1.35461 1.04207 1.52155
H 2.87934 0.65435 0.72981
H 2.88750 1.27834 2.39623
C 3.82527 -1.85035 -1.76723
N 2.63583 -1.23560 -1.23411
C 2.00579 -0.36037 -1.97103
N 2.44856 -0.04883 -3.28365
O 0.95455 0.22472 -1.60292
H 4.14526 -2.65118 -1.09687
H 4.68007 -1.15589 -1.85262
H 3.67944 -2.30047 -2.76173
H 1.95215 -1.49517 0.39226
H 3.44831 -0.06574 -3.41823
H 2.02786 0.81634 -3.59087
F -1.96230 1.35271 -1.34926
P -3.19121 2.00078 -2.24452
F -2.17206 2.18676 -3.48188
F -4.40274 2.62115 -3.11491
F -4.18427 1.79054 -0.98187
F -2.80031 3.46280 -1.69552
F -3.55432 0.51309 -2.76552
*
```


Record 4
Formula: C6H13NO
Source: the OMol25 dataset
Level of theory: wB97M-V/def2-TZVPD

Computed properties:
Gap between HOMO and LUMO (alpha / beta), eV: 8.16 / 8.16
Lowest unoccupied orbital energy (alpha / beta), hartree: 0.012 / 0.012
Relative energy (zero: lowest compared OMol25 entry of this formula, charge and spin), kJ/mol: 368.2
Total energy, eV: -9967.3584
Highest occupied orbital energy (alpha / beta), Ha: -0.28795 / -0.28794

```
! wB97M-V def2-TZVPD RIJCOSX def2/J DEFGRID3
* xyz 0 1
C -0.84868 0.80755 0.27142
C 2.55075 -0.89832 0.23102
C -1.72284 0.29884 1.38670
C -1.60612 -0.69673 -1.39172
C 0.55243 0.67624 0.25896
C 1.08110 -0.62077 0.32882
N 1.40318 1.74573 -0.12476
O 0.25641 -1.60788 0.23624
H -0.69232 -1.17717 -0.46841
H -1.22426 1.71455 -0.19879
H 0.99530 2.65938 0.00059
H 1.81467 1.66253 -1.04584
H 2.84372 -1.02389 -0.81707
H 2.77783 -1.83036 0.74828
H 3.13194 -0.07908 0.65051
H -1.35596 -0.64029 1.79280
H -2.75217 0.15977 1.05356
H -1.73408 1.04695 2.18695
H -2.38602 0.05862 -1.41943
H -0.97788 -0.58556 -2.27516
H -2.10702 -1.67011 -1.40467
*
```


> total energy of number 1 (C4H11NO)?

-7863.5769 eV


> Which of these has the lowest total energy?

C28H37F6LiN4O3PSi


> Look up the total energy of the first one.

-7863.5769 eV